Entry from the Open Molecules 2025 dataset: C47H47BCrF4N8O4 as an isolated structure at a distorted geometry (ωB97M-V with the def2-TZVPD basis set).

Properties
Net charge ... -2
Multiplicity ... 5
LUMO level (spin up / spin down) ... 2.9 / 2.9 eV
Energy above the lowest of the compared OMol25 structures with the same formula, charge and spin ... 0.521 eV
Frontier orbital gap (spin up / spin down) ... 3.385 / 4.339 eV
<S²> ... 6.43

Each line ends with the Mulliken spin population.
Element x y z (Å)
Cr -0.891 -0.504 -0.027  3.3598
C 10.549 7.192 -1.265  0.0000
O 9.209 7.629 -1.261  0.0000
C 8.236 6.667 -1.180  0.0002
C 8.488 5.305 -1.083  0.0003
C 7.416 4.418 -1.007  -0.0004
C 6.105 4.864 -1.023  0.0014
C 5.870 6.238 -1.124  -0.0003
C 6.918 7.128 -1.201  0.0002
C 4.952 3.953 -0.940  -0.0092
N 3.705 4.320 -1.117  0.0019
C 2.964 3.166 -0.936  -0.0057
C 3.786 2.109 -0.647  -0.0651
N 5.065 2.621 -0.655  0.0033
C 3.339 0.762 -0.391  0.0479
C 4.146 -0.314 -0.122  0.1059
C 3.545 -1.577 0.094  0.2373
C 2.168 -1.654 0.032  -0.0307
N 1.348 -0.634 -0.207  0.2000
C 1.920 0.605 -0.438  0.1960
C 1.059 1.679 -0.726  0.1616
N -0.288 1.423 -0.736  0.0737
C -1.126 2.390 -1.080  -0.0277
C -0.725 3.680 -1.409  0.1943
C 0.637 3.980 -1.358  0.0245
C 1.535 2.995 -1.016  0.0090
H 11.162 8.087 -1.337  0.0000
H 10.752 6.543 -2.123  0.0000
H 10.796 6.657 -0.343  0.0000
H 9.495 4.916 -1.073  0.0000
H 7.638 3.359 -0.949  -0.0005
H 4.846 6.584 -1.139  -0.0001
H 6.741 8.192 -1.278  0.0000
H 5.905 2.116 -0.441  0.0043
H 5.224 -0.201 -0.076  -0.0018
H 4.125 -2.465 0.296  0.0140
H 1.688 -2.612 0.193  -0.0388
H -2.167 2.096 -1.082  -0.0062
H -1.464 4.416 -1.690  0.0138
H 1.006 4.972 -1.587  -0.0026
N -0.418 -0.112 1.963  -0.1238
C -0.538 -0.259 3.099  0.0944
C -0.820 -0.604 4.471  0.0179
C -0.785 0.369 5.464  0.0145
C -1.077 0.003 6.768  -0.0037
C -1.401 -1.316 7.060  0.0084
C -1.444 -2.277 6.057  -0.0046
C -1.153 -1.926 4.748  0.0080
H -0.542 1.392 5.211  0.0003
H -1.060 0.750 7.552  -0.0002
H -1.630 -1.597 8.081  0.0008
H -1.714 -3.298 6.286  -0.0001
H -1.201 -2.649 3.945  0.0035
C -3.119 1.131 2.117  0.0148
C -4.375 1.522 1.341  0.0033
C -4.292 3.001 0.944  -0.0052
C -4.765 0.658 0.147  0.0497
C -6.130 0.563 -0.064  -0.0429
C -6.673 -0.082 -1.161  0.0724
C -5.783 -0.544 -2.118  -0.0525
C -4.405 -0.447 -2.005  0.0422
C -3.621 -0.945 -3.227  -0.0041
C -2.140 -0.602 -3.347  -0.0643
C -4.278 -0.422 -4.519  0.0035
C -3.854 0.021 -0.761  0.0783
N -2.584 -0.197 -0.428  -0.5570
H -3.087 1.676 3.067  -0.0009
H -2.222 1.378 1.553  0.0003
H -3.099 0.061 2.324  0.0012
H -5.214 1.431 2.041  0.0004
H -3.459 3.164 0.260  0.0056
H -4.134 3.639 1.818  -0.0011
H -5.206 3.319 0.440  0.0011
H -6.787 0.992 0.687  -0.0006
H -7.738 -0.229 -1.265  0.0103
H -6.188 -1.027 -3.000  -0.0016
H -3.704 -2.039 -3.244  0.0068
H -2.002 0.478 -3.459  0.0009
H -1.737 -1.090 -4.236  0.0007
H -1.547 -0.947 -2.510  0.0337
H -4.348 0.668 -4.477  -0.0001
H -5.280 -0.811 -4.696  0.0012
H -3.664 -0.693 -5.379  -0.0014
C -2.334 -5.398 -1.799  0.0006
C -1.892 -5.498 -0.349  -0.0003
C -0.583 -4.762 0.064  0.0084
C -0.381 -5.014 1.559  0.0014
C 0.898 -4.443 2.158  0.0024
C 0.525 -5.377 -0.764  0.0013
O 1.125 -6.389 -0.436  -0.0005
N 0.762 -4.760 -1.952  -0.0013
C 0.236 -3.503 -2.364  0.0249
O 0.476 -3.156 -3.505  0.0025
N -0.427 -2.772 -1.439  0.0949
C -0.699 -3.273 -0.248  -0.1207
O -1.041 -2.491 0.678  -0.0821
H -3.320 -5.853 -1.883  0.0000
H -1.648 -5.904 -2.483  0.0001
H -2.446 -4.360 -2.109  -0.0011
H -1.738 -6.545 -0.070  -0.0003
H -2.673 -5.100 0.291  -0.0007
H -0.406 -6.095 1.710  0.0007
H -1.252 -4.588 2.060  -0.0014
H 1.782 -4.781 1.613  -0.0015
H 1.012 -4.771 3.194  -0.0002
H 0.882 -3.352 2.153  0.0018
H 1.417 -5.191 -2.587  0.0001
F -3.983 -3.222 -0.225  -0.0009
B -4.956 -3.948 0.474  0.0008
F -5.311 -5.098 -0.267  -0.0001
F -4.396 -4.379 1.709  0.0001
F -6.088 -3.182 0.719  0.0009

Cartesian forces, eV/Å:
0.43 -0.32 -0.98
-0.03 -0.03 0.01
-0.13 -0.04 0.01
0.04 0.04 -0.01
-0.10 0.11 -0.01
0.11 0.01 -0.01
-0.26 -0.19 0.03
0.08 0.07 0.00
0.10 -0.07 0.01
0.24 0.28 -0.03
0.01 -0.30 0.04
0.02 0.25 -0.05
0.05 -0.27 0.09
-0.22 0.02 -0.03
0.02 0.33 -0.09
0.04 -0.18 0.05
0.03 0.19 -0.03
-0.16 -0.10 0.02
-0.02 0.04 0.02
-0.03 -0.15 0.07
0.06 0.06 0.00
-0.07 -0.09 0.05
0.00 0.04 -0.04
-0.06 -0.12 0.03
0.05 0.07 0.00
0.12 -0.03 0.01
0.00 -0.02 0.00
0.03 0.00 0.02
0.02 0.00 -0.01
0.03 0.00 0.00
-0.02 0.00 0.00
-0.02 -0.01 0.00
0.01 0.04 0.00
-0.01 0.01 0.00
0.02 0.00 -0.02
0.03 -0.01 0.00
0.01 0.05 -0.01
-0.05 -0.01 -0.06
-0.01 0.02 0.01
0.01 0.01 0.00
0.55 0.19 1.77
-0.11 -0.25 -0.45
0.16 0.22 -0.47
-0.03 -0.08 0.16
0.01 -0.02 -0.11
-0.01 -0.04 0.07
0.03 0.10 -0.04
-0.05 -0.04 0.15
0.01 -0.01 -0.03
0.00 -0.02 0.02
-0.01 0.00 -0.01
-0.01 -0.02 0.02
0.00 -0.01 -0.05
-0.24 0.02 -0.08
0.09 -0.10 0.19
-0.03 -0.03 -0.07
-0.15 0.22 0.07
-0.07 -0.06 -0.04
0.14 0.04 0.03
-0.08 0.08 0.01
-0.14 0.02 -0.16
-0.05 -0.07 -0.02
0.00 0.09 0.10
-0.01 -0.05 -0.05
0.08 -0.43 0.05
-0.27 0.30 -0.33
-0.01 0.04 0.05
-0.09 0.08 0.03
-0.05 0.03 -0.04
0.01 0.02 -0.01
0.04 0.04 -0.04
0.02 0.03 0.08
-0.02 -0.01 0.00
-0.04 0.03 0.02
-0.05 0.00 -0.01
-0.03 0.01 0.05
0.05 -0.05 0.09
0.02 0.07 0.04
0.03 0.04 -0.04
-0.03 -0.03 -0.01
0.01 0.03 -0.02
0.03 0.01 0.00
0.03 -0.02 -0.05
-0.03 0.01 -0.02
-0.01 -0.01 0.05
0.02 0.13 -0.06
0.02 -0.02 0.01
0.00 0.03 0.02
0.06 0.00 0.09
0.00 -0.12 -0.03
0.11 0.07 0.05
-0.10 -0.09 0.05
0.06 0.03 -0.07
0.05 -0.01 -0.18
0.00 0.01 0.19
0.00 0.08 -0.13
-0.02 -0.02 -0.02
0.00 0.00 0.00
-0.01 0.02 0.01
-0.02 -0.01 -0.04
-0.10 0.01 0.05
0.02 0.01 0.00
-0.02 -0.04 0.01
0.01 -0.02 -0.02
0.00 0.00 0.03
0.00 0.01 -0.01
-0.04 0.00 0.01
-0.05 0.04 -0.11
0.18 -0.10 0.10
-0.03 -0.20 -0.16
0.07 -0.05 0.17
-0.26 0.20 0.06


Entry from the Open Molecules 2025 dataset: C35H27N3O5PReS2Se2 as an isolated structure (ωB97M-V with the def2-TZVPD basis set).

Properties
Net charge ... -1
Multiplicity ... 2
LUMO level (spin up / spin down) ... 1.3 / 1.3 eV
Energy above the lowest of the compared OMol25 structures with the same formula, charge and spin ... 0.738 eV
Frontier orbital gap (spin up / spin down) ... 6.739 / 6.948 eV
<S²> ... 0.76

Each line ends with the Mulliken spin population.
Element x y z (Å)
Re 0.907 0.583 -1.374  0.8774
C -2.013 -2.778 -0.318  -0.0034
C -0.721 -2.056 -0.574  -0.0100
N -0.743 -0.875 -1.108  -0.0467
N -2.012 -0.506 -1.547  0.0150
C -1.997 0.347 -2.501  -0.0018
S -0.552 1.061 -3.155  0.0169
S -3.509 0.862 -3.237  0.0000
C -4.531 -0.633 -3.029  -0.0007
C -4.332 -1.627 -4.138  0.0004
C -3.230 -2.479 -4.155  -0.0015
C -3.043 -3.370 -5.200  -0.0013
C -3.955 -3.425 -6.245  0.0000
C -5.053 -2.579 -6.240  0.0000
C -5.236 -1.685 -5.193  -0.0003
C 0.548 -2.738 -0.322  -0.0008
C 0.639 -3.906 0.451  -0.0037
C 1.814 -4.618 0.544  0.0091
C 2.939 -4.192 -0.165  -0.0021
C 2.889 -3.040 -0.916  -0.0025
C 1.709 -2.291 -0.966  0.0294
O 1.734 -1.133 -1.611  0.0439
H -2.719 -2.099 0.157  0.0008
H -2.462 -3.104 -1.257  0.0005
H -1.868 -3.650 0.307  0.0006
H -4.294 -1.042 -2.049  0.0001
H -5.562 -0.280 -3.016  -0.0001
H -2.503 -2.425 -3.354  0.0026
H -2.177 -4.021 -5.200  0.0000
H -3.807 -4.121 -7.061  0.0000
H -5.769 -2.610 -7.052  0.0000
H -6.094 -1.022 -5.195  0.0000
H -0.216 -4.248 1.014  -0.0008
H 1.862 -5.500 1.168  0.0011
H 3.864 -4.751 -0.104  0.0000
H 3.757 -2.660 -1.438  -0.0002
O 7.142 2.421 1.530  0.0003
C 6.689 1.266 1.612  0.0002
O 7.149 0.236 2.135  0.0004
C 5.295 1.083 0.962  0.0000
C 4.512 -0.021 1.261  0.0008
C 3.248 -0.144 0.716  0.0116
N 2.743 0.764 -0.126  0.0012
C 3.524 1.808 -0.465  0.0145
C 4.777 2.013 0.067  -0.0041
C 2.926 2.717 -1.495  0.0029
O 3.467 3.713 -1.892  0.0178
O 1.742 2.299 -1.929  0.0065
H 4.906 -0.771 1.934  0.0001
H 2.600 -0.964 0.980  -0.0044
H 5.349 2.889 -0.205  0.0003
Se -0.576 1.940 0.097  0.0221
P -0.178 1.298 2.200  0.0052
Se 0.307 -0.727 2.500  0.0010
C 1.093 2.458 2.780  -0.0043
C 2.377 1.992 3.033  -0.0001
C 3.410 2.886 3.287  -0.0015
C 3.152 4.247 3.307  0.0015
C 1.867 4.719 3.061  -0.0003
C 0.842 3.831 2.783  0.0095
C -1.752 1.726 3.001  -0.0025
C -2.900 1.105 2.510  -0.0013
C -4.132 1.368 3.081  0.0010
C -4.228 2.252 4.151  -0.0006
C -3.088 2.861 4.649  0.0007
C -1.849 2.601 4.075  0.0004
H 2.565 0.928 3.022  0.0000
H 4.415 2.517 3.451  0.0000
H 3.957 4.945 3.498  0.0000
H 1.671 5.784 3.057  0.0001
H -0.139 4.206 2.516  -0.0029
H -2.817 0.423 1.671  0.0021
H -5.020 0.888 2.692  0.0001
H -5.193 2.460 4.597  -0.0001
H -3.157 3.540 5.490  0.0001
H -0.958 3.056 4.488  0.0001

Cartesian forces, eV/Å:
-0.25 0.20 -0.60
-0.02 0.02 0.01
0.03 -0.10 0.12
0.30 0.03 0.16
-0.10 0.00 -0.08
0.05 0.12 0.02
-0.20 0.03 0.26
0.03 -0.02 -0.08
-0.01 0.03 0.03
-0.02 0.02 -0.02
0.03 0.02 -0.01
0.00 0.00 0.00
0.00 0.01 0.01
0.00 0.00 0.01
-0.02 -0.03 0.01
-0.08 -0.02 0.04
0.01 0.01 -0.03
0.00 0.00 0.00
-0.01 -0.01 0.00
0.03 -0.02 -0.02
0.00 0.08 0.01
0.22 -0.06 -0.29
0.01 -0.01 0.00
0.01 0.00 0.00
0.00 -0.02 0.02
-0.01 -0.03 0.00
0.01 0.02 0.02
-0.01 0.00 0.00
0.00 0.00 0.00
0.00 0.00 0.00
0.00 0.00 0.00
0.01 0.00 0.00
-0.02 0.00 0.00
0.00 0.00 0.00
0.00 0.00 0.00
-0.01 0.00 0.01
0.00 0.03 0.01
0.01 -0.01 0.01
-0.01 0.01 0.03
-0.01 -0.05 -0.04
0.04 -0.03 -0.05
-0.07 0.05 0.05
0.01 0.11 0.04
-0.12 -0.05 0.05
-0.03 0.06 0.02
-0.10 0.16 0.31
0.02 0.06 -0.05
0.36 -0.50 -0.21
0.00 0.00 -0.01
0.01 0.01 0.00
0.00 -0.01 0.00
-0.13 -0.12 0.10
0.24 0.11 -0.07
-0.14 -0.19 0.13
-0.02 0.03 -0.05
-0.05 0.02 0.18
-0.02 -0.02 0.03
0.00 0.01 0.01
0.00 -0.01 0.01
0.07 0.00 -0.15
-0.01 0.10 -0.04
-0.02 0.06 -0.03
0.00 0.01 0.02
0.00 -0.01 -0.01
0.01 -0.01 0.00
0.03 -0.12 0.12
-0.01 -0.01 0.03
0.00 0.02 -0.01
0.01 -0.01 -0.02
0.00 0.00 0.00
0.01 0.01 0.04
-0.01 0.01 0.00
0.00 0.00 0.00
0.00 0.00 0.00
0.00 0.00 0.00
-0.03 0.03 -0.03


Entry from the Open Molecules 2025 dataset: a 2-piece molecular cluster, C17H20BrN2O4 overall at a distorted geometry (ωB97M-V with the def2-TZVPD basis set).

Properties
Net charge ... +1
LUMO level ... -5.0 eV
Frontier orbital gap ... 6.013 eV

Each line ends with the natural charge from an NBO analysis.
Element x y z (Å)
N -0.128 -4.472 0.353  -0.9007
C 0.516 -3.118 0.228  0.6999
O -0.242 -2.116 0.214  -0.5401
C 2.103 -3.102 0.079  -0.5184
C 2.814 -1.757 0.583  -0.4594
C 2.337 -0.426 -0.154  0.0309
C 2.680 -0.197 -1.641  0.1500
Br 3.718 -1.483 -2.729  0.1840
N 2.201 0.999 -2.286  -0.5093
C 1.420 2.041 -1.610  0.0459
C 1.026 1.912 -0.098  0.0476
C 0.150 3.001 0.686  -0.4469
C -1.368 2.955 0.078  -0.4214
C -2.138 1.604 0.447  -0.0479
C -2.674 0.692 -0.719  -0.2263
C -3.434 -0.642 -0.458  -0.2044
C -3.654 -1.153 1.014  -0.2049
C -3.121 -0.254 2.191  -0.2136
C -2.399 1.097 1.888  -0.2501
C 1.515 0.648 0.659  0.0233
C 1.211 0.414 2.216  0.7465
O 1.882 0.980 3.129  -0.5232
O 0.199 -0.481 2.642  -0.6629
H -0.815 -4.517 -0.430  0.3880
H -0.729 -4.372 1.196  0.3884
H 2.427 -3.399 -0.984  0.2560
H 2.499 -3.952 0.759  0.2682
H 2.779 -1.681 1.737  0.2632
H 3.940 -1.876 0.338  0.2565
H 2.436 1.110 -3.292  0.4517
H 1.075 2.962 -2.192  0.2732
H 0.070 2.810 1.807  0.2558
H 0.542 4.061 0.453  0.2534
H -1.295 3.013 -1.064  0.2222
H -1.972 3.823 0.533  0.2508
H -2.539 0.989 -1.822  0.2300
H -3.846 -1.301 -1.305  0.2362
H -4.191 -2.128 1.242  0.2346
H -3.306 -0.658 3.245  0.2332
H -2.026 1.704 2.795  0.2156
H -0.162 -0.088 3.482  0.5169
O -0.191 1.950 -4.384  -0.9069
H 0.081 2.703 -4.925  0.4791
H 0.609 1.706 -3.902  0.4350

Cartesian forces, eV/Å:
0.30 1.43 -0.11
-2.44 1.55 -0.46
3.44 -2.70 0.01
-0.10 -0.55 0.92
0.81 0.15 -0.63
-0.92 1.73 -0.48
-1.76 1.41 2.61
-1.29 1.75 1.27
-0.86 0.04 2.98
0.27 -2.09 3.05
1.87 -2.23 -0.73
-0.79 0.00 -1.64
-0.25 -0.94 0.73
-1.79 -3.64 0.07
-0.73 -1.30 2.83
1.14 1.53 3.35
2.16 4.16 -0.70
0.06 0.44 -4.03
-0.81 -1.79 -1.92
0.55 -0.20 -4.00
1.17 0.67 4.04
-2.28 -1.53 -4.48
1.25 2.18 -1.50
0.66 0.05 0.71
0.47 -0.18 -0.68
-0.76 0.56 1.54
-0.69 1.33 -1.14
-0.31 0.16 -2.00
-1.78 0.20 0.36
-0.09 -0.04 1.05
0.75 -1.68 0.71
0.62 0.17 -1.61
-0.36 -1.74 0.60
-0.35 0.15 1.65
1.07 -1.14 -0.94
-0.14 -0.31 1.96
0.85 1.37 1.32
0.82 1.53 -0.43
0.45 1.01 -1.62
-0.72 -0.95 -1.66
0.76 -0.58 -0.80
0.41 0.19 0.17
-0.19 -0.10 -0.08
-0.47 -0.06 -0.30


Entry from the Open Molecules 2025 dataset: one molecule with the formula H3O2PS at a distorted geometry (ωB97M-V with the def2-TZVPD basis set).

Properties
Net charge ... 0
LUMO level ... 0.6 eV
Energy above the lowest of the compared OMol25 structures with the same formula, charge and spin ... 1.357 eV
SMILES ... O[PH](O)=S
Frontier orbital gap ... 10.614 eV

Each line ends with the natural charge from an NBO analysis.
Element x y z (Å)
O 0.947 -1.226 0.540  -0.9386
P -0.225 0.117 -0.295  1.4340
O 0.502 1.509 0.068  -0.9319
S -2.044 -0.318 0.175  -0.4753
H 0.456 -1.962 0.216  0.4592
H 0.416 0.143 -1.548  -0.0461
H -0.052 1.738 0.843  0.4985

Cartesian forces, eV/Å:
-1.94 4.27 -1.66
3.32 -2.98 1.05
-1.76 -0.78 1.34
1.01 0.67 -0.52
-0.54 -1.43 -0.14
-0.81 -0.70 -0.22
0.72 0.95 0.14


Entry from the Open Molecules 2025 dataset: a 2-piece molecular cluster, C4H15N2O overall at a distorted geometry (ωB97M-V with the def2-TZVPD basis set).

Properties
Net charge ... +1
LUMO level ... -3.3 eV
Energy above the lowest of the compared OMol25 structures with the same formula, charge and spin ... 2.557 eV
Frontier orbital gap ... 9.891 eV

Each line ends with the natural charge from an NBO analysis.
Element x y z (Å)
C -0.728 1.158 0.732  -0.2785
C -1.409 0.000 -0.062  -0.4336
C -0.476 -0.902 -0.920  -0.3933
C -0.122 -0.259 -2.280  -0.2173
N 0.436 1.010 -2.052  -0.8539
N 0.128 0.586 1.724  -0.6651
H -0.273 1.885 0.025  0.2804
H -1.419 1.913 1.172  0.2322
H -2.261 0.352 -0.725  0.2486
H -1.880 -0.709 0.585  0.2179
H 0.491 -1.064 -0.437  0.1529
H -0.790 -1.878 -1.098  0.2321
H -1.166 -0.116 -2.684  0.1928
H 0.594 -0.943 -2.839  0.1885
H 0.369 1.562 -2.982  0.3774
H 1.474 0.761 -2.221  0.3567
H 0.940 0.006 1.170  0.4791
H -0.299 -0.111 2.243  0.4277
H 0.551 1.128 2.394  0.4242
H 1.914 -1.152 3.091  0.4999
H 2.102 -1.790 1.679  0.5015
O 1.513 -1.374 2.263  -0.9702

Cartesian forces, eV/Å:
-2.69 2.23 -2.00
-0.35 -0.06 -1.20
1.84 2.44 -0.16
-2.45 -2.41 0.26
4.03 2.25 -3.20
2.87 -1.83 -4.40
0.87 -1.21 0.46
-0.23 -1.27 0.32
1.16 0.05 0.82
-0.53 -0.14 1.05
0.25 0.05 0.49
-1.30 -1.61 -0.05
1.27 -0.46 -0.66
-1.49 0.54 0.17
-0.40 -0.76 1.98
-1.48 1.12 1.17
-2.18 1.66 2.11
-1.48 -2.04 0.99
1.45 2.44 1.56
0.92 -0.24 0.65
1.63 -1.16 -0.70
-1.69 0.42 0.33


| no. | total energy (eV) |
| --- | --- |
| 1 | -109592.065 |
| 2 | -215228.819 |
| 3 | -99150.919 |
| 4 | -24268.022 |
| 5 | -9411.106 |